Entry from the Open Molecules 2025 dataset: the molecule C4H11NO (ωB97M-V with the def2-TZVPD basis set).

Structure (ORCA input):
```
! wB97M-V def2-TZVPD RIJCOSX def2/J DEFGRID3
* xyz 0 1
C -1.999 -0.818 0.361
C -0.812 -0.047 -0.205
O -0.440 -0.649 -1.463
C 0.400 -0.002 0.781
C 1.742 0.136 0.097
N 1.998 1.408 -0.614
H -1.925 -1.893 0.218
H -2.886 -0.444 -0.155
H -2.217 -0.576 1.402
H -1.077 0.985 -0.435
H -1.110 -1.317 -1.650
H 0.208 0.890 1.385
H 0.339 -0.885 1.418
H 2.599 0.004 0.759
H 1.868 -0.598 -0.694
H 1.280 1.647 -1.270
H 2.031 2.158 0.065
*
```

Summary:
HOMO-LUMO gap: 10.090 eV
energy relative to the best compared isomer or geometry (same formula, charge and spin): 22.2 kcal/mol
HOMO energy: -0.3356 Eh
total energy: -7863.591 eV
LUMO level: 0.957 eV
SMILES: C[C@H](O)CCN



Entry from the Open Molecules 2025 dataset: a 3-piece molecular cluster, C4H11NO overall (ωB97M-V with the def2-TZVPD basis set).

Structure (ORCA input):
```
! wB97M-V def2-TZVPD RIJCOSX def2/J DEFGRID3
* xyz 0 1
C -1.576 -0.209 -0.921
C -0.599 0.240 0.141
C 0.119 -0.801 0.826
C -0.394 -2.045 1.064
N 1.302 -0.341 1.461
H -0.970 -0.277 -1.835
H -2.447 0.425 -1.012
H -1.960 -1.224 -0.636
H -0.876 1.270 0.332
H 0.049 1.999 -2.065
H -1.420 -2.289 0.909
H 0.238 -2.605 1.751
H 1.731 0.374 0.895
H 1.870 -1.188 1.421
H 2.067 2.801 -0.925
H 1.033 1.846 -1.010
O 1.835 2.024 -0.396
*
```

Summary:
HOMO-LUMO gap: 5.006 eV
energy relative to the best compared isomer or geometry (same formula, charge and spin): 161.6 kcal/mol
HOMO energy: -0.2724 Eh
total energy: -7857.547 eV
LUMO level: -2.405 eV



Entry from the Open Molecules 2025 dataset: a 2-piece molecular cluster, C4H11NO overall (ωB97M-V with the def2-TZVPD basis set).

Structure (ORCA input):
```
! wB97M-V def2-TZVPD RIJCOSX def2/J DEFGRID3
* xyz 0 1
C -1.443 1.359 -1.877
C -0.967 1.481 -0.413
O 0.081 1.972 -0.138
H -1.548 0.339 -2.237
H -2.274 2.053 -1.951
H -0.557 1.699 -2.424
H -1.697 1.104 0.325
C -0.439 -1.703 0.440
C 0.736 -1.443 1.397
N 1.940 -1.103 0.605
H -0.205 -1.478 -0.593
H -1.338 -1.248 0.856
H -0.755 -2.749 0.530
H 0.938 -2.324 2.009
H 0.500 -0.591 2.030
H 2.176 -1.930 0.060
H 2.707 -0.894 1.227
*
```

Summary:
HOMO-LUMO gap: 10.299 eV
energy relative to the best compared isomer or geometry (same formula, charge and spin): 38.6 kcal/mol
HOMO energy: -0.3384 Eh
total energy: -7862.881 eV
LUMO level: 1.089 eV
SMILES: CC=O.CCN



Entry from the Open Molecules 2025 dataset: an isolated ion of composition C4H11NO and charge +1 (ωB97M-V with the def2-TZVPD basis set).

Structure (ORCA input):
```
! wB97M-V def2-TZVPD RIJCOSX def2/J DEFGRID3
* xyz 1 2
C 0.673 0.330 0.406
C -0.049 -0.875 -0.149
C 0.759 -2.204 -0.019
O -1.452 -1.197 0.267
C -0.055 1.667 0.283
N -0.916 1.714 -0.911
H 1.781 0.458 0.038
H 0.799 0.131 1.520
H -0.196 -0.543 -1.164
H 0.181 -2.813 -0.727
H 1.889 -2.018 -0.304
H 0.629 -2.545 1.071
H -1.562 -0.468 1.028
H 0.577 2.572 0.202
H -0.722 1.666 1.190
H -1.590 2.425 -0.801
H -0.747 1.700 -1.932
*
```

Summary:
HOMO-LUMO gap (spin up / spin down): 10.663 / 5.534 eV
energy relative to the best compared isomer or geometry (same formula, charge and spin): 74.1 kcal/mol
HOMO energy (spin up / spin down): -0.5329 / -0.5306 Eh
total energy: -7853.130 eV
LUMO level (spin up / spin down): -3.837 / -8.903 eV



Entry from the Open Molecules 2025 dataset: a 2-piece molecular cluster, C4H11NO overall (ωB97M-V with the def2-TZVPD basis set).

Structure (ORCA input):
```
! wB97M-V def2-TZVPD RIJCOSX def2/J DEFGRID3
* xyz 1 2
C 0.483 -1.572 1.506
C -0.038 -0.340 1.299
N -0.972 0.004 0.252
C -1.166 1.430 0.044
C 0.103 2.052 -0.797
H 0.871 -1.951 2.362
H 0.074 -2.351 0.903
H 0.255 0.548 1.845
H -0.792 -0.435 -0.703
H -1.901 1.568 -0.624
H -1.443 1.942 0.940
H 0.627 1.300 -1.387
H -0.111 2.762 -1.560
H 0.638 2.538 0.025
H 1.356 -2.260 -1.086
H 1.852 -1.014 -1.856
O 1.135 -1.512 -1.616
*
```

Summary:
HOMO-LUMO gap (spin up / spin down): 11.361 / 7.982 eV
energy relative to the best compared isomer or geometry (same formula, charge and spin): 51.6 kcal/mol
HOMO energy (spin up / spin down): -0.5571 / -0.5750 Eh
total energy: -7854.106 eV
LUMO level (spin up / spin down): -3.798 / -7.665 eV



Entry from the Open Molecules 2025 dataset: a 3-piece molecular cluster, C4H11NO2 overall (ωB97M-V with the def2-TZVPD basis set).

Structure (ORCA input):
```
! wB97M-V def2-TZVPD RIJCOSX def2/J DEFGRID3
* xyz -1 2
C -1.325 0.625 2.206
C -0.247 0.209 1.237
C 0.483 1.095 0.511
N 1.163 0.845 -0.630
C 1.076 1.668 -1.695
H -1.142 1.635 2.578
H -2.329 0.488 1.784
H -1.279 -0.003 3.112
H -0.215 -0.840 0.962
H 0.304 2.177 0.699
H 1.339 1.198 -2.643
H 1.078 2.767 -1.642
H -1.081 -0.012 -3.312
H -0.231 -1.157 -2.893
O -1.027 -0.975 -3.409
H 1.682 -3.687 0.698
H 0.791 -2.989 1.694
O 0.960 -3.046 0.745
*
```

Summary:
HOMO-LUMO gap (spin up / spin down): 3.608 / 6.238 eV
energy relative to the best compared isomer or geometry (same formula, charge and spin): 53.4 kcal/mol
HOMO energy (spin up / spin down): -0.0090 / -0.1062 Eh
total energy: -9909.124 eV
LUMO level (spin up / spin down): 3.364 / 3.348 eV